Entry 1:
{"formula": "CH4N2O", "method": "ωB97M-V/def2-TZVPD", "symbols": ["H", "N", "C", "O", "N", "H", "H", "H"], "coordinates": [[-2.510, -0.304, 0.445], [-1.926, -0.036, -0.356], [-0.726, 0.054, -0.033], [0.264, 0.475, -0.806], [1.575, 0.278, -0.242], [-0.247, -0.140, 1.050], [2.181, -0.355, -0.790], [1.388, 0.029, 0.730]], "atomic_forces_ev_per_a": [[0.4, 0.1, -0.4], [-0.4, 0.0, -0.1], [1.2, -0.7, 3.5], [1.0, -0.2, -1.5], [-0.2, 1.0, 0.2], [-1.5, 0.1, -1.8], [-1.3, 0.0, 0.4], [0.7, -0.4, -0.4]], "homo_ev": -9.691, "relative_energy_kcal_mol": 86.2, "fmax_ha_per_bohr": 0.0737}

Entry 2:
{"formula": "CH4N2O", "method": "ωB97M-V/def2-TZVPD", "symbols": ["N", "N", "O", "C", "H", "H", "H", "H"], "coordinates": [[2.375, -1.229, 0.851], [2.181, -0.344, 0.207], [2.009, 0.592, -0.459], [-1.312, 0.210, -0.109], [-2.304, 0.061, 0.173], [-0.466, -0.120, 0.602], [-1.439, -0.404, -0.993], [-1.043, 1.234, -0.271]], "atomic_forces_ev_per_a": [[0.0, -0.6, 0.4], [0.4, -0.8, 0.7], [-0.3, 1.4, -1.0], [2.4, -0.8, 0.4], [-1.5, 0.4, 2.0], [-1.9, -0.2, -1.0], [1.4, 0.1, -0.7], [-0.4, 0.5, -0.7]], "homo_ev": -12.083, "relative_energy_kcal_mol": 75.7, "fmax_ha_per_bohr": 0.0493}

Entry 3:
{"formula": "CH4N2O", "method": "ωB97M-V/def2-TZVPD", "symbols": ["N", "N", "C", "O", "H", "H", "H", "H"], "coordinates": [[1.113, 0.189, -0.191], [-0.098, -0.439, -0.014], [-1.169, 0.335, 0.040], [-2.276, -0.079, -0.177], [1.515, 0.373, 0.739], [1.832, -0.450, -0.748], [-0.321, -1.349, 0.385], [-0.596, 1.420, -0.034]], "atomic_forces_ev_per_a": [[3.3, -1.6, 0.0], [-0.2, -2.3, 0.6], [1.1, 3.1, -2.8], [-0.8, 0.7, 1.3], [0.3, -0.2, -0.6], [-2.3, 1.8, 1.5], [1.2, -0.3, -0.3], [-2.6, -1.2, 0.4]], "homo_ev": -9.781, "relative_energy_kcal_mol": 66.4, "fmax_ha_per_bohr": 0.0843}

Entry 4:
{"formula": "CH4N2O2", "method": "ωB97M-V/def2-TZVPD", "symbols": ["C", "N", "N", "O", "O", "H", "H", "H", "H"], "coordinates": [[0.968, 0.507, -0.365], [-1.785, -0.260, 0.200], [1.448, -0.131, 0.624], [-1.288, -1.072, 1.412], [2.693, -0.438, 1.001], [1.666, 0.988, -1.173], [-0.448, -0.613, 1.370], [-0.085, 0.592, -0.514], [-1.976, -1.174, -0.387]], "atomic_forces_ev_per_a": [[3.3, 1.0, -1.4], [-1.9, -2.9, -1.1], [-0.6, -1.0, 1.7], [-0.3, 0.9, 0.0], [-0.6, 1.0, -1.4], [-0.4, -0.5, 0.8], [1.1, -0.5, 0.6], [-0.7, -0.2, 0.3], [0.2, 2.2, 0.5]], "homo_ev": 2.628, "relative_energy_kcal_mol": 23.5, "fmax_ha_per_bohr": 0.0724, "charge": -2}

Entry 5:
{"formula": "CH4N2O2", "method": "ωB97M-V/def2-TZVPD", "symbols": ["C", "N", "N", "O", "O", "H", "H", "H", "H"], "coordinates": [[0.023, 0.498, 0.267], [-1.529, -0.294, -2.022], [0.278, -0.337, -0.916], [-0.005, -1.628, -0.535], [-1.999, -1.338, -2.000], [0.118, 1.459, 0.010], [0.749, 0.270, 1.093], [-1.132, 0.412, 0.483], [0.813, -2.153, -0.458]], "atomic_forces_ev_per_a": [[-2.6, -3.5, 0.5], [-0.3, -1.0, 0.2], [0.2, 0.2, -0.1], [0.1, -1.2, 0.9], [1.0, 1.5, 0.1], [0.8, 3.8, -1.2], [-1.1, -0.1, -0.6], [2.2, -0.2, 0.6], [-0.2, 0.6, -0.5]], "homo_ev": [-8.875, -8.352], "relative_energy_kcal_mol": 127.7, "fmax_ha_per_bohr": 0.0855}

Entry 6:
{"formula": "CH4N2O2", "method": "ωB97M-V/def2-TZVPD", "symbols": ["O", "N", "N", "C", "O", "H", "H", "H", "H"], "coordinates": [[-0.276, 2.501, -1.362], [0.270, 1.663, -0.635], [-0.407, 0.529, -0.531], [0.258, -0.501, 0.589], [-0.309, -1.759, 0.432], [-1.378, 0.470, -0.790], [1.293, -0.430, 0.429], [0.169, -0.017, 1.649], [0.379, -2.457, 0.219]], "atomic_forces_ev_per_a": [[0.7, -0.8, 1.0], [-1.4, 0.4, -1.3], [2.7, -1.8, 2.9], [-2.2, 2.5, -0.1], [1.2, -0.7, 0.0], [-0.4, 0.1, -0.2], [1.3, -0.2, -0.8], [-0.8, -1.0, -1.8], [-1.2, 1.5, 0.3]], "homo_ev": -9.359, "relative_energy_kcal_mol": 68.2, "fmax_ha_per_bohr": 0.0852}

Entry 7:
{"formula": "CH4N2O2", "method": "ωB97M-V/def2-TZVPD", "symbols": ["O", "N", "C", "N", "O", "H", "H", "H", "H"], "coordinates": [[-2.297, -0.533, 0.082], [-0.892, -0.770, -0.228], [-0.266, 0.321, -0.160], [1.064, 0.324, 0.127], [1.867, -0.839, -0.133], [-2.436, 0.462, -0.183], [-0.776, 1.371, 0.182], [1.753, 0.977, -0.452], [1.983, -1.312, 0.764]], "atomic_forces_ev_per_a": [[0.6, 2.2, -1.5], [-2.0, 0.4, 0.4], [-1.1, 1.5, 1.7], [5.4, 2.1, -2.0], [-0.7, -1.6, 2.1], [0.0, -2.6, 0.8], [1.2, -2.3, -1.2], [-2.8, -0.8, 1.7], [-0.5, 1.2, -2.0]], "homo_ev": -9.219, "relative_energy_kcal_mol": 103.9, "fmax_ha_per_bohr": 0.1186}

Entry 8:
{"formula": "CH4N2O2", "method": "ωB97M-V/def2-TZVPD", "symbols": ["C", "N", "N", "O", "O", "H", "H", "H", "H"], "coordinates": [[-1.035, -0.801, -0.585], [2.098, 2.011, -0.653], [1.930, 1.673, 0.388], [2.047, 1.354, 1.500], [-0.443, -0.918, 0.741], [-0.294, -0.539, -1.228], [-1.894, -0.140, -0.702], [-1.277, -1.889, -0.846], [-1.133, -0.750, 1.385]], "atomic_forces_ev_per_a": [[-1.4, -3.4, 2.1], [5.1, 4.2, -11.7], [-8.8, -3.0, 5.9], [3.6, -1.3, 5.8], [-0.4, 0.9, -0.7], [2.2, 1.1, -1.8], [0.0, -0.1, 0.4], [-0.3, 1.5, -0.1], [-0.1, 0.0, 0.1]], "homo_ev": [-6.319, -10.453], "relative_energy_kcal_mol": 92.5, "fmax_ha_per_bohr": 0.2616, "s_squared": 2.01, "multiplicity": 3}